# 1
136
Properties=species:S:1:pos:R:3:forces:R:3 method="wB97M-V/def2-TZVPD" homo_energy_ev="-3.8 / -3.8" s2=0.7830 multiplicity=2 gap_ha="0.2179 / 0.2163" total_charge=-1 molar_mass_g_mol=828.02 total_energy_ev=-96358.7285
O 0.3309 0.8806 1.4620 1.21 1.02 -1.61
V 1.0782 1.5371 0.2371 -1.34 -2.85 1.51
C 6.0665 1.6625 0.8549 -0.77 -1.58 -0.07
C 5.5013 0.1443 0.9000 -0.55 -0.32 -1.10
C 6.5818 -0.7155 1.5458 1.47 -1.23 0.56
C 6.2661 -2.1877 1.9027 -1.94 1.70 -0.23
C 4.9728 -2.1862 2.7726 0.49 0.94 -0.57
C 3.7279 -1.2348 2.3376 1.63 -1.31 -0.53
N 4.2379 0.0628 1.6940 -0.89 1.03 0.29
O 3.2077 1.0049 1.0940 0.25 -0.65 0.23
C 2.8959 -0.9503 3.6315 0.75 1.94 -1.13
C 2.8526 -2.0850 1.4195 -0.17 0.49 0.10
C 5.2925 -0.4408 -0.5883 -0.40 0.41 1.08
H 5.7835 2.1990 -0.0508 -0.30 -0.15 -0.01
H 7.1556 1.6170 0.8575 0.09 -0.01 0.13
H 5.7018 2.2147 1.7210 0.03 -0.13 0.02
H 7.0527 -0.3202 2.4458 -0.48 0.70 0.29
H 7.4343 -0.7736 0.8691 0.05 0.33 -0.42
H 7.0556 -2.6637 2.4841 0.18 0.07 -0.22
H 6.0844 -2.7294 0.9744 0.07 -0.29 0.05
H 5.2571 -1.8545 3.7712 0.09 -0.12 0.18
H 4.7541 -3.2539 2.7910 -1.05 0.12 0.43
H 2.6555 -1.7618 4.3184 -0.06 -0.30 -0.58
H 2.0460 -0.3795 3.2573 -0.64 -0.43 0.24
H 3.4121 -0.1778 4.2013 0.41 -0.10 0.21
H 3.3683 -2.5410 0.5744 0.10 0.22 -0.05
H 2.0562 -1.4278 1.0703 -0.22 -0.32 -0.23
H 2.4570 -2.8965 2.0304 -0.31 -0.06 -0.08
H 4.9011 -1.4572 -0.5473 -0.36 0.11 0.26
H 6.1706 -0.5814 -1.2187 0.44 0.67 0.20
H 4.5511 0.1822 -1.0886 0.01 -0.14 -0.09
C -1.2683 3.1678 -3.9673 -0.05 -0.17 0.21
C -2.2334 3.1222 -2.6246 1.06 1.60 -0.66
C -3.7478 3.2702 -3.0662 1.13 -2.46 0.15
C -4.2678 1.8657 -3.5812 0.43 1.59 1.27
C -4.0229 0.8568 -2.4528 -0.88 0.25 -0.79
C -2.5391 0.6527 -2.1303 -0.13 -1.75 0.25
N -2.0895 1.9560 -1.6459 0.36 1.70 0.29
O -0.7942 1.9537 -1.0489 0.81 0.27 -0.43
C -1.7013 0.0338 -3.3189 -0.61 0.22 0.72
C -2.5510 -0.4506 -0.9689 0.86 0.68 -1.16
C -1.9096 4.5218 -1.8780 -0.53 -1.28 -0.02
H -0.4646 2.4558 -4.1552 -0.65 -1.10 0.62
H -0.5846 4.0092 -4.0807 -0.55 0.99 0.74
H -1.8438 3.2119 -4.8919 -0.36 -0.26 0.05
H -3.9038 4.1039 -3.7508 0.19 -0.07 -0.06
H -4.2966 3.4338 -2.1388 -0.14 0.33 0.01
H -3.7412 1.4909 -4.4588 -0.14 0.36 -0.23
H -5.3323 1.9987 -3.7741 -0.09 -0.35 -0.26
H -4.6158 -0.0113 -2.7412 0.75 -0.78 -0.10
H -4.5322 1.1303 -1.5287 0.09 0.56 0.16
H -1.6301 -1.0416 -3.1561 0.35 0.03 0.02
H -0.7168 0.5016 -3.3277 0.02 -0.32 0.09
H -2.1618 0.1447 -4.3006 -0.06 0.33 -0.03
H -2.9175 -0.0684 -0.0162 -0.09 0.04 -0.06
H -1.5725 -0.9159 -0.8505 0.32 0.48 0.27
H -3.1283 -1.2931 -1.3497 -0.54 0.14 0.12
H -2.6094 5.3213 -2.1214 -0.39 -0.21 -0.44
H -0.9413 4.9558 -2.1270 0.12 -0.44 0.18
H -2.0439 4.3686 -0.8072 0.35 -0.03 0.08
N 1.3932 -1.2281 -1.7181 1.51 -3.19 -2.49
O 0.7045 -2.2219 -1.6956 -3.49 -1.00 2.19
O 1.2346 -0.2011 -1.1116 -1.58 3.96 3.00
O 2.3310 -1.3318 -2.4648 3.65 1.38 -2.16
C -3.2335 2.9337 3.6321 0.80 0.24 -1.02
C -3.2984 2.5390 2.1501 0.32 -0.57 0.05
C -3.9934 3.5790 1.3279 -1.00 0.32 -0.67
O -2.0215 2.2663 1.5277 -1.08 0.48 1.84
H -2.8124 3.9381 3.5874 -0.02 0.19 0.73
H -2.6074 2.2832 4.2427 0.09 -0.05 -0.17
H -4.2451 2.9192 4.0377 0.01 0.24 -0.01
H -3.9221 1.6451 2.1574 -0.05 -0.47 -0.50
H -5.0426 3.7097 1.5927 -0.09 0.11 0.45
H -4.0606 3.2539 0.2897 0.30 -0.10 -0.19
H -3.5106 4.5563 1.3290 0.21 0.00 0.20
H -2.1959 2.2822 0.5838 0.45 -0.27 -0.82
C -1.4782 -1.3402 2.8987 -1.24 1.34 -0.42
C -2.5992 -0.7628 3.8024 0.76 -2.69 0.99
C -3.5143 -1.9425 4.3050 0.28 0.10 -0.28
O -1.9733 -0.2472 4.9652 -0.25 1.01 0.60
H -0.6679 -0.6186 2.7938 -0.15 -0.01 0.03
H -1.9555 -1.4191 1.9219 0.47 -0.48 -0.26
H -1.0674 -2.2833 3.2590 -0.29 -0.10 0.03
H -3.2019 0.0328 3.3643 0.33 -0.07 -0.13
H -4.2600 -1.6064 5.0255 -0.26 0.15 -0.31
H -2.9466 -2.7017 4.8429 0.70 0.29 0.29
H -3.9304 -2.5939 3.5365 -0.48 0.58 -0.43
H -1.5461 -0.9847 5.4070 0.11 -0.04 -0.01
C -0.2369 -8.1387 -6.2327 1.08 -0.10 -2.38
O -1.0486 -7.8952 -5.1890 -1.46 0.62 0.98
C -0.3253 -7.7562 -3.9799 -0.12 0.39 -0.54
C -1.3349 -7.4787 -2.8921 0.29 -1.73 -0.34
N -2.0093 -6.2120 -2.9729 0.68 -0.60 1.83
C -2.9306 -6.0939 -1.8108 0.73 2.67 -0.11
C -2.2881 -5.7762 -0.4136 0.64 1.28 -0.82
O -1.4523 -4.5753 -0.5013 -1.32 -2.78 -0.62
C -1.1568 -3.9739 0.7325 1.14 1.41 -1.95
H -0.7721 -8.2041 -7.1800 -0.62 -0.32 0.19
H 0.3267 -9.0650 -6.1207 0.29 -0.22 0.10
H 0.4466 -7.3238 -6.4710 0.53 0.25 0.49
H 0.4108 -6.9581 -4.0761 -0.04 0.44 0.03
H 0.2698 -8.6659 -3.8998 -0.11 -0.37 0.79
H -0.8491 -7.7502 -1.9549 -0.03 0.88 0.38
H -2.1105 -8.2377 -2.9952 -0.06 -0.76 -0.05
H -2.4509 -6.1977 -3.8811 -0.52 0.32 0.21
H -3.7375 -6.8128 -1.6690 0.15 -0.63 -0.27
H -3.3864 -5.1267 -2.0226 -0.60 -0.02 0.06
H -1.7435 -6.6020 0.0441 0.29 -0.17 -0.11
H -3.0885 -5.5027 0.2739 -0.47 -0.31 0.00
H -0.4840 -3.2351 0.2971 0.28 0.70 0.74
H -0.5008 -4.5460 1.3886 -0.69 -0.42 0.50
H -2.0077 -3.3945 1.0906 -0.10 -0.62 0.76
C -0.7061 6.0579 4.0407 1.07 -0.98 0.14
O -0.1683 5.1723 3.0616 1.04 0.61 -0.68
C 1.2770 5.2111 3.0681 -0.51 -0.55 -0.63
C 1.8845 4.0465 2.2527 0.21 -0.87 1.50
N 0.9750 3.6319 1.1792 0.55 2.29 -1.80
C 0.9500 4.6603 0.0209 0.06 -2.18 -0.32
C 2.0379 4.2987 -0.9764 -0.65 1.94 0.50
O 1.9223 2.9469 -1.3241 -0.07 0.58 1.27
C 2.4368 2.6023 -2.5682 0.40 -0.69 -1.16
H -0.2107 7.0285 4.0679 -0.19 0.34 -0.57
H -0.3643 5.5833 4.9604 -0.89 0.17 0.73
H -1.7843 6.1242 3.8947 0.21 -0.04 0.24
H 1.6191 5.2261 4.1029 0.27 -0.07 0.02
H 1.6762 6.0641 2.5193 -0.52 0.83 0.40
H 2.0518 3.1313 2.8206 -0.15 0.07 0.39
H 2.8976 4.3822 2.0311 -0.06 -0.18 -0.92
H 0.1189 3.8860 1.6511 -1.17 -1.19 -0.21
H 0.9983 5.7184 0.2780 0.14 -0.09 0.47
H 0.0485 4.4808 -0.5650 -0.21 -0.08 0.79
H 2.9735 4.7198 -0.6084 0.86 -1.14 0.09
H 1.8226 4.9722 -1.8061 -0.06 -0.33 -0.72
H 3.5206 2.5037 -2.5072 0.10 -0.02 -0.13
H 2.1578 3.3300 -3.3303 0.02 0.30 0.06
H 1.9983 1.6554 -2.8828 0.12 -0.12 0.31

***

# 2
15
Properties=species:S:1:pos:R:3:forces:R:3 method="wB97M-V/def2-TZVPD" homo_energy_ev=-7.9 e_above_lowest_kcal_mol=55.66 gap_ha=0.2720 total_charge=0 molar_mass_g_mol=104.11 total_energy_ev=-10314.5388
C 1.5773 -1.2214 0.7372 -0.51 -0.65 -0.47
C 0.0396 -1.4273 -1.1530 -0.15 0.33 0.80
N 1.2144 -1.2689 -0.6895 0.87 -0.06 -0.17
H 2.2317 -0.3688 0.8868 -0.21 0.05 0.16
H 2.0814 -2.1584 1.0007 -0.01 0.23 -0.05
H 0.6244 -1.1298 1.2552 0.33 0.29 0.26
H -0.7477 -1.7007 -0.4627 -0.09 0.18 -0.21
H -0.1110 -1.3917 -2.2217 -0.16 0.19 0.02
H 1.9446 -0.9992 -1.3364 -0.06 -0.02 -0.04
N -1.4039 2.6688 0.7119 -0.34 -0.15 -0.75
C -1.3025 1.5144 -0.1257 0.21 -1.02 1.21
O -2.1500 1.3099 -0.9913 -0.11 0.35 -0.71
O -0.3611 0.7079 0.2016 0.08 -0.06 -0.37
H -2.3108 3.0655 0.5058 -0.01 0.24 0.28
H -1.3264 2.3997 1.6813 0.17 0.11 0.02

***

# 3
15
Properties=species:S:1:pos:R:3:forces:R:3 method="wB97M-V/def2-TZVPD" homo_energy_ev="-8.3 / -10.7" s2=8.7808 multiplicity=6 e_above_lowest_kcal_mol=9.44 gap_ha="0.2945 / 0.2371" total_charge=0 molar_mass_g_mol=307.00 total_energy_ev=-41709.3360
Pd -0.0388 -0.8421 0.5241 -0.22 0.17 -0.06
O 1.7013 -1.7956 -1.7202 -0.15 0.00 -0.12
Cl 0.3536 -1.4594 -2.0719 0.12 0.14 -0.08
O 0.0977 -1.5004 -3.4547 0.00 0.00 0.09
O 0.0936 -0.0689 -1.5427 0.05 -0.19 0.07
O -0.5712 -2.2979 -1.3060 0.12 -0.02 0.10
S -1.3145 1.0429 2.7903 -0.01 0.02 0.02
C -1.6910 0.0332 1.4804 0.08 -0.07 -0.06
C 1.7251 1.6093 0.6391 -0.06 0.08 -0.06
O 1.4668 0.4205 1.2848 0.01 -0.11 0.07
H 2.6968 2.0145 0.9157 0.01 -0.04 0.02
H 0.9220 2.3072 0.9402 0.00 -0.01 -0.01
H 1.6016 1.4890 -0.4452 0.00 0.00 0.01
N -4.0586 -0.6322 0.8238 -0.01 -0.01 0.00
C -2.9843 -0.3201 1.1424 0.07 0.04 0.01